# 1
Density functional theory data (ωB97M-V/def2-TZVPD) for a structure of composition C30H22BBrF6N10O4Ti.

Computed properties:
Kohn-Sham gap (spin up / spin down) = 4.6 / 7.4 eV
Maximum force = 3.0 eV Å⁻¹
Energy relative to the best compared isomer or geometry (same formula, charge and spin) = 29.6 kcal/mol

ORCA input file:
```
! wB97M-V def2-TZVPD RIJCOSX def2/J DEFGRID3
* xyz -2 3
Br 2.96310 -0.96802 2.63817
Ti 0.42461 -0.62769 0.41496
F -2.06058 -3.12892 5.70066
F -4.70921 3.86974 -0.20954
F -2.96507 -0.81242 4.58209
F 1.18132 -3.50452 2.35677
F 0.01053 -4.45723 4.53972
F -1.76691 0.19965 2.42390
O -3.02354 5.95702 -1.27482
O -0.96832 0.88751 -0.39831
O -0.31240 -0.78093 -1.65575
O -0.80114 2.85733 -3.81656
N -1.36736 5.03536 1.56688
N -2.11205 -2.82806 -0.52612
N 0.34547 -3.67407 -0.57568
N 1.05590 -2.58966 -0.21087
N -1.71183 3.03566 0.46634
N 0.10122 3.29849 1.92143
N -2.03224 4.33484 -2.60209
N 0.78484 0.95560 1.66009
N -2.40036 2.05658 -2.38748
N -2.07778 -1.73713 0.24917
C 6.06562 0.48394 -0.52924
C -1.92199 -1.45863 4.02525
C 1.16890 -4.61301 -1.05783
C -3.25129 -2.86239 -1.23403
C -0.96618 3.75585 1.30256
C -2.97975 4.74423 -1.59582
C 0.45508 2.06017 1.77913
C -0.42695 -3.30332 3.99763
C 4.32697 1.34724 -2.00062
C -3.45664 2.33716 -1.49516
C -1.68502 3.05957 -2.98261
C -3.21635 -1.08144 0.04054
C 6.46516 -0.11617 0.63205
C 2.46596 -4.14106 -1.01052
C -1.48166 -2.64145 4.58832
C -4.00895 -1.75558 -0.89820
C 3.66838 0.15218 0.04429
C 5.49741 -0.55104 1.54607
C -0.20285 -1.57302 2.26190
C 2.27439 0.24006 -0.30753
C 4.69415 0.65365 -0.83225
C 2.01610 1.03115 -1.42454
C -1.03339 0.22340 -1.46564
C 4.16410 -0.40895 1.25286
C -1.27726 -0.96651 2.90932
C 2.33655 -2.86358 -0.47356
C -3.70960 3.65565 -1.12909
C 3.00414 1.57280 -2.25979
C 0.16509 -2.77303 2.86322
C -1.98182 0.68923 -2.57328
B -1.15462 -4.01537 -0.30663
H 3.12132 -2.15774 -0.28651
H -4.00622 1.50418 -1.09059
H 1.00362 1.28624 -1.69558
H -3.45425 -3.66810 -1.91960
H 5.10569 1.72123 -2.65660
H 7.51654 -0.24980 0.85770
H 0.78394 -5.56125 -1.39122
H 6.79928 0.86509 -1.23145
H -0.65359 5.60966 1.98166
H -2.85217 0.03316 -2.56716
H -1.90609 5.47821 0.83727
H -2.44406 3.47029 -0.07567
H -1.47221 -4.87966 -1.08839
H -1.46348 0.59200 -3.52426
H -1.35776 2.13550 0.14261
H 3.36780 -4.63832 -1.32336
H 2.71028 2.15327 -3.12718
H -3.41880 -0.16374 0.56772
H -1.48055 5.07243 -3.00321
H -1.27190 -4.39233 0.83866
H 5.78410 -0.99053 2.49132
H -4.98339 -1.48058 -1.26591
*
```

***

# 2
Density functional theory data (ωB97M-V/def2-TZVPD) for a structure of composition C30H22BF5N8RhSTe.

Computed properties:
Kohn-Sham gap (spin up / spin down) = 6.3 / 4.7 eV
Maximum force = 1.5 eV Å⁻¹
Energy relative to the best compared isomer or geometry (same formula, charge and spin) = 26.0 kcal/mol

ORCA input file:
```
! wB97M-V def2-TZVPD RIJCOSX def2/J DEFGRID3
* xyz 2 2
Te -2.95035 -1.96130 0.14045
Rh -0.65062 -0.43844 0.09567
S -2.11727 0.64688 -1.39157
F -0.58489 3.12723 -0.87876
F -5.84579 3.66811 0.30538
F -4.15561 5.76064 0.59746
F -4.92207 1.30395 -0.58928
F -1.53001 5.49517 0.00338
N 1.95171 0.59262 0.71627
N 1.04169 0.41244 -0.25064
N 0.29972 0.90005 2.50508
N 2.76202 0.35528 3.08468
N -0.80044 0.61867 1.75231
N 2.71296 1.24450 4.11570
N 1.23262 -1.37762 2.11003
N 0.40266 -1.83741 1.14566
C -5.59054 -2.23945 -3.25202
C 1.52808 0.88969 -1.40386
C -4.11362 -4.14393 -3.38077
C -0.02224 1.85740 3.38088
C -4.60779 -3.31248 3.87157
C -3.69930 4.61138 0.14989
C -5.17503 -3.40369 -3.88354
C 0.28112 -3.16142 1.33244
C 1.04182 -3.55979 2.41827
C -2.73069 2.16641 -0.78417
C -4.03985 -2.53464 2.87461
C -4.93457 -4.63797 3.61643
C -4.14530 -4.43885 1.35188
C 4.76533 0.30510 4.01233
C -4.70219 -5.20047 2.36653
C 2.81225 1.36311 -1.17436
C -3.89560 -2.55940 -1.61230
C -3.81434 -3.11547 1.62986
C -3.45546 -3.72393 -2.23411
C -4.56704 3.53692 -0.00315
C -4.95038 -1.79902 -2.10218
C 4.00088 -0.21706 3.00850
C 1.62403 -2.39343 2.88592
C -1.34928 2.21746 3.19220
C 3.03951 1.16288 0.17538
C -1.79171 1.42882 2.15024
C 3.90660 1.21175 4.66883
C -4.07676 2.33425 -0.47366
C -2.35160 4.47386 -0.15783
C -1.88330 3.25880 -0.62046
B 1.61742 0.13636 2.16338
H 0.72039 2.18212 4.09008
H 3.47953 1.80816 -1.89053
H -3.78553 -1.50080 3.07284
H -2.61677 -4.29385 -1.85444
H -5.68074 -3.73659 -4.77977
H 4.11586 1.83595 5.52289
H 4.23702 -0.95103 2.25351
H 1.16803 -4.55582 2.80338
H -1.91287 2.93851 3.75728
H 2.29482 -2.22317 3.71191
H 5.79135 0.07692 4.24066
H -6.41758 -1.66933 -3.65260
H 3.88712 1.40795 0.79382
H 0.93690 0.87237 -2.30465
H -0.29837 -3.76489 0.65336
H -4.80105 -2.88170 4.84432
H -3.98910 -4.87347 0.37289
H -2.76312 1.36624 1.69306
H -5.38110 -5.23876 4.39716
H -5.27585 -0.89458 -1.60819
H -3.79160 -5.04677 -3.88144
H -4.96292 -6.23303 2.17868
*
```

***

- Which formula does entry 1 have?
  C30H22BBrF6N10O4Ti

***

- Which of these has the highest maximum force?
  C30H22BBrF6N10O4Ti

***

- The lowest energy relative to the best compared isomer or geometry (same formula, charge and spin) belongs to which entry?
  C30H22BF5N8RhSTe